C55H120BF16N11O24S12 | ωB97M-V/def2-TZVPD

```
! RIJCOSX wB97M-V def2-TZVPD def2/J DEFGRID3
* xyz -2 1
S 5.015 -1.668 -6.631
S -4.029 6.257 1.656
S 2.715 -2.093 -7.394
S -0.953 -6.804 2.262
S -0.695 4.115 11.342
S -3.505 7.004 -0.492
S 10.139 -0.244 -2.957
S 11.331 -2.290 -3.085
S 1.509 3.501 11.082
S 0.816 -8.234 2.794
S -6.825 5.845 -9.969
S -5.756 5.123 -8.016
F -7.428 7.324 -10.302
F -1.689 4.651 12.543
F 1.916 -1.017 -8.341
F 12.917 -2.602 -3.167
F -3.161 6.091 3.090
F 2.869 3.502 11.874
F -7.443 -5.160 -2.697
F -6.345 -3.405 -1.924
F -1.485 -6.082 0.938
F -2.228 6.851 -1.474
F -7.090 -3.316 -3.946
F -5.341 -4.787 -3.551
F 6.449 -1.905 -7.242
F 1.778 -9.380 2.287
F 9.953 1.070 -1.999
F -4.788 5.530 -6.757
O 11.075 -2.321 -4.525
O 10.337 0.452 -4.207
O -5.106 4.057 -8.795
O 1.831 -7.351 3.401
O 2.115 4.491 10.150
O -3.537 8.472 -0.555
O 1.636 2.095 10.667
O -8.062 5.093 -9.676
O 5.193 -0.354 -6.035
O -4.827 7.507 1.898
O 2.312 -1.550 -6.084
O -6.175 5.482 -11.254
O -6.887 4.724 -7.226
O 8.894 -1.033 -2.740
O -1.408 2.942 10.834
O -0.747 5.271 10.432
O -4.707 4.955 1.573
O 4.864 -2.815 -5.715
O 0.048 -9.186 3.620
O 2.137 -3.329 -7.880
O -4.478 6.152 -1.127
O 10.776 -3.347 -2.287
O -2.125 -7.425 2.835
O -0.326 -5.698 3.017
N 9.670 -1.340 4.277
N 0.207 -7.830 1.472
N -14.695 3.301 -0.891
N 11.426 -0.790 -2.350
N 0.736 3.853 12.256
N -2.627 6.454 0.689
N 2.079 -9.068 -4.204
N -5.883 6.419 -8.712
N 4.347 -1.769 -7.871
N -0.736 0.302 -0.219
N 2.625 8.232 2.104
C 2.127 -8.690 -5.746
C -14.507 3.146 0.697
C 0.763 -8.450 -3.804
C 5.787 -8.493 -3.153
C 2.783 7.140 0.982
C 8.082 -2.088 6.271
C 2.506 -1.968 -0.390
C 3.746 8.054 3.163
C -15.787 3.732 1.338
C 9.506 -1.699 5.798
C 6.148 -0.021 3.369
C 2.161 -10.597 -4.032
C 1.085 10.078 0.949
C 2.801 -13.494 -3.254
C -0.357 1.266 4.794
C 3.381 6.794 3.986
C -1.082 0.036 1.233
C 4.001 7.366 -0.032
C -10.980 2.616 -2.281
C 1.421 7.957 3.096
C -15.400 1.981 -1.386
C -1.251 1.747 -2.214
C 3.305 -8.342 -3.551
C 2.212 -11.101 -2.505
C -16.105 0.351 -2.996
C -1.669 -0.442 -1.232
C 0.730 -0.072 -0.431
C 8.124 -2.583 7.733
C 1.849 6.808 4.020
C -0.315 0.875 2.300
C 0.623 -8.674 -6.205
C 0.865 11.551 0.438
C 11.142 -0.873 4.089
C 4.656 5.990 -0.501
C -1.700 0.327 -2.607
C -15.645 4.516 -0.979
C 6.696 -2.898 8.263
C -0.988 1.787 -0.671
C -9.769 1.788 -1.907
C 2.545 9.680 1.484
C 9.646 -2.609 3.407
C 11.002 -3.282 3.810
C -16.580 4.446 0.279
C -0.649 0.340 3.671
C 8.698 -0.239 3.713
C 11.999 -2.162 4.259
C 1.170 -1.493 0.154
C 1.950 -12.574 -2.412
C 4.622 -8.921 -4.001
C -15.760 1.872 -2.813
C -12.346 2.261 -1.579
C 7.398 -0.846 3.321
C -13.273 3.586 -1.523
C 3.906 5.243 -1.647
C 0.055 -7.922 -5.102
B -6.558 -4.202 -3.014
H -13.596 3.709 0.901
H 3.721 6.811 5.021
H 12.417 -2.385 5.241
H -16.413 2.896 1.649
H 1.482 -10.420 -2.066
H 7.799 -1.193 2.368
H 2.732 6.176 1.487
H 0.842 9.417 0.118
H 4.015 5.769 -2.595
H -0.957 -1.037 1.383
H 2.802 10.453 2.209
H -1.933 1.996 -0.171
H -14.842 2.168 -3.321
H 7.417 -1.236 6.128
H 2.510 -1.839 -1.472
H 1.335 8.906 3.626
H 0.150 -9.200 -3.305
H -9.399 1.899 -0.888
H 3.867 8.941 3.784
H 0.533 7.852 2.474
H 0.480 9.854 1.828
H 3.182 -7.334 -3.949
H 4.872 5.389 0.383
H -8.909 1.993 -2.544
H -2.166 0.140 1.185
H 3.856 -13.217 -3.270
H -0.302 1.944 -2.712
H 2.680 -14.523 -2.916
H 0.807 0.046 -1.512
H 3.166 -10.802 -2.070
H 0.903 -7.689 -3.037
H 0.744 0.942 2.051
H -16.955 -0.063 -2.454
H 2.324 -13.555 -4.232
H -1.719 0.142 3.733
H 6.754 -8.739 -3.593
H 1.185 0.825 -0.009
H 9.798 -0.901 6.480
H -13.529 3.969 -2.511
H 0.465 -2.312 0.012
H 9.140 0.451 2.994
H 4.861 7.939 0.315
H -16.917 5.445 0.557
H -10.707 3.655 -2.096
H -0.669 1.889 2.118
H -14.161 2.156 0.995
H -0.135 -0.590 3.915
H 8.607 -1.844 8.372
H 0.694 1.550 4.848
H 5.381 -0.496 2.757
H 3.383 9.590 0.793
H -0.019 11.741 -0.171
H 11.219 -0.047 4.797
H -9.916 0.710 -1.962
H 2.636 -3.039 -0.236
H -16.356 0.272 -4.054
H 0.925 -12.819 -2.692
H -11.089 2.601 -3.366
H 1.840 7.230 0.441
H 12.899 -2.112 3.646
H 5.883 -9.018 -2.203
H 0.843 12.308 1.222
H 3.404 -1.473 -0.020
H 5.657 6.295 -0.805
H -12.976 4.494 -0.999
H 11.346 -3.992 3.058
H 5.916 -2.198 7.962
H 3.701 7.969 -0.889
H 0.054 -9.604 -6.220
H 10.813 -4.005 4.604
H 4.486 -10.001 -4.053
H 1.359 -1.343 1.217
H -15.133 5.479 -0.979
H 6.358 -3.876 7.920
H -15.245 -0.319 -3.010
H -0.612 0.756 5.724
H -1.038 -0.093 -3.364
H 9.688 -2.359 2.347
H 2.998 -8.529 -2.522
H 8.678 -3.522 7.717
H 1.676 11.758 -0.260
H 11.334 -0.581 3.057
H 1.487 5.847 3.655
H 6.516 -3.063 9.325
H -1.559 -1.526 -1.282
H 1.916 -12.876 -1.365
H 7.646 -2.874 5.654
H 5.772 0.010 4.392
H 7.200 -1.793 3.823
H -1.066 2.094 4.776
H 4.973 -8.805 -5.026
H 6.322 0.984 2.983
H 2.737 -9.336 -6.378
H 10.172 -2.562 5.792
H 1.442 6.985 5.016
H 4.709 7.838 2.701
H -12.060 1.899 -0.592
H -1.035 -7.892 -5.117
H -1.939 2.567 -2.418
H 5.604 -7.426 -3.024
H 2.819 5.248 -1.563
H 0.449 -8.093 -7.110
H -16.252 4.589 -1.881
H 3.832 5.870 3.623
H 1.172 -10.809 -4.439
H -15.559 4.236 2.278
H 4.270 4.217 -1.706
H 8.643 0.353 4.626
H 0.359 -6.883 -5.227
H -17.464 3.813 0.197
H -0.129 2.410 -0.419
H -16.421 2.724 -2.972
H -2.707 0.341 -3.025
H 2.547 -7.695 -5.893
H 2.919 -10.989 -4.711
H -14.731 1.201 -1.022
H -16.258 1.832 -0.732
H -2.671 -0.392 -0.808
H -12.757 1.421 -2.139
H 8.774 -3.213 3.655
*
```

The calculation puts the orbital gap at 0.22993 hartree. The molar mass is 2019.20 g mol⁻¹. The HOMO energy comes out at -5.347 eV.